Entry 1:
ORCA calculation (ωB97M-V with the def2-TZVPD basis set) on C22H55AsN6P2STl as an isolated structure in a non-equilibrium geometry.

The geometry in ORCA input format:
```
! wB97M-V def2-TZVPD RIJCOSX def2/J DEFGRID3
* xyz 1 1
Tl 0.607 -0.538 0.770
As 0.213 3.688 -2.249
S 1.178 2.232 -1.062
P -0.996 1.093 3.170
P -0.164 -2.548 -1.597
N -2.088 3.444 4.267
N -2.071 3.333 1.831
N -0.105 -2.718 2.373
N 3.231 -0.964 0.197
N 2.209 -1.037 3.066
N -0.012 3.718 3.056
C 0.729 -3.875 -2.562
C 0.408 2.324 3.127
C -1.941 1.993 4.482
C -1.800 -3.286 -1.183
C 3.610 -1.116 2.635
C 1.738 -2.168 3.881
C -2.642 -2.171 -0.564
C -1.648 3.782 -1.833
C 3.810 -1.788 1.266
C -0.776 4.012 1.861
C 2.225 -3.705 -2.352
C -2.583 -4.103 -2.200
C -0.799 4.113 4.206
C 0.883 -0.683 -3.375
C -0.450 -1.146 -2.780
C 0.449 -4.060 -4.059
C -1.550 -1.261 -3.821
C 1.062 -3.268 3.068
C 0.899 5.437 -1.936
C 0.217 3.314 -4.114
C -1.890 1.879 1.733
C -2.798 3.709 3.028
H 2.070 -0.188 3.597
H -0.597 -4.118 -4.303
H -2.572 -1.340 -3.392
H 1.218 3.209 -4.492
H -1.794 3.886 -0.759
H -2.926 1.543 4.605
H 0.429 -4.779 -2.030
H 2.566 -2.749 -2.763
H -0.335 2.397 -4.250
H 0.819 -4.070 3.761
H 4.235 -1.644 3.369
H -0.947 5.185 4.166
H 3.682 -0.055 0.148
H -0.226 3.705 0.980
H -2.120 -1.729 0.295
H -1.963 -4.861 -2.705
H -0.210 3.897 5.095
H -2.139 4.614 -2.343
H 1.007 2.079 2.255
H -3.037 4.774 2.953
H -1.335 1.658 0.813
H 1.025 2.176 4.004
H -0.731 -2.246 3.047
H -2.886 1.410 1.638
H 2.578 -2.584 4.437
H -0.639 -3.459 1.931
H -1.566 -0.336 -4.411
H 0.790 0.342 -3.767
H -3.736 3.171 3.081
H -0.297 4.085 -4.680
H 3.327 -1.399 -0.720
H 2.473 -3.759 -1.301
H 4.895 -1.973 1.143
H 1.251 -1.319 -4.187
H 3.341 -2.778 1.253
H -3.064 -3.470 -2.957
H 0.979 -4.951 -4.429
H -3.618 -2.563 -0.254
H -1.503 -3.971 -0.390
H 1.033 -1.795 4.601
H 2.777 -4.497 -2.875
H 0.833 5.670 -0.873
H 4.014 -0.096 2.584
H -0.769 -0.328 -2.119
H -2.787 -1.370 -1.292
H 1.710 -3.716 2.322
H -1.429 -2.098 -4.502
H -0.920 5.102 1.819
H 1.647 -0.674 -2.594
H -1.396 1.819 5.421
H 0.886 -3.225 -4.609
H 1.943 5.450 -2.249
H -2.098 2.838 -2.130
H 0.354 6.148 -2.557
H -3.400 -4.656 -1.716
*
```

Results
Orbital gap = 8.26 eV
Lowest unoccupied orbital energy = -0.0638 Ha
Maximum force = 0.0203 Eh/bohr
HOMO energy = -9.993 eV
E = -127587.477 eV


Entry 2:
ORCA calculation (ωB97M-V with the def2-TZVPD basis set) on C55H43BF13N2OP2Pr as an isolated structure in a non-equilibrium geometry.

The geometry in ORCA input format:
```
! wB97M-V def2-TZVPD RIJCOSX def2/J DEFGRID3
* xyz 0 3
Pr -2.366 1.240 2.484
P 0.757 -2.963 -0.371
P 0.925 1.210 -2.112
F -4.954 0.817 5.751
F -3.657 -1.436 -0.125
F -5.362 4.610 4.221
F -3.256 0.417 -1.486
F -2.013 -3.593 4.387
F -3.474 -3.542 6.692
F -2.044 3.312 0.973
F -1.631 -1.176 2.975
F -4.170 0.714 0.720
F -1.899 0.167 0.446
F -4.870 -1.160 7.455
F -2.931 5.288 -0.749
F -6.017 6.899 2.623
O 2.073 -1.406 -2.492
N -2.926 3.286 3.547
N -0.515 2.110 4.165
C -4.492 6.066 1.018
C -3.553 5.123 0.492
C 3.242 -3.229 -3.629
C -3.486 4.191 2.766
C 0.680 5.554 -0.415
C 4.696 1.529 -3.779
C -0.023 5.211 -1.547
C -4.151 -0.198 5.407
C -5.018 6.011 2.330
C -1.330 2.638 5.274
C 1.822 -3.628 -1.651
C 0.015 1.374 -3.666
C -3.326 -0.209 4.304
C 3.389 -2.209 -5.866
C -2.517 -1.327 4.047
C 3.537 1.867 -3.150
C 0.506 2.197 -4.708
C -2.453 -5.253 -1.458
C -0.056 3.946 -2.072
C 4.879 0.216 -4.179
C -3.099 4.221 1.397
C 1.623 3.352 -0.464
C -1.441 -3.954 0.822
C 0.385 1.054 4.727
C -1.702 0.594 -5.129
C 3.308 -2.371 2.691
C 1.477 4.575 0.153
C 3.262 -3.594 3.327
C 2.619 0.883 -2.781
C 2.409 -2.126 1.647
C 1.684 -4.468 1.716
C -3.416 -2.407 5.970
C 0.841 2.967 -1.607
C -2.738 -4.461 0.799
C 3.502 -4.634 -3.615
C 2.204 -4.974 -1.625
C -3.256 -5.177 -0.321
C 3.000 -0.507 -2.935
C -1.032 0.501 -3.887
C -4.640 4.924 3.114
C 1.714 -3.211 1.124
C 2.347 -2.774 -2.667
C 4.033 -2.231 -4.452
C 2.416 -4.620 2.904
C -1.289 1.457 -6.114
C 0.240 3.201 3.530
C 3.031 -5.497 -2.624
C -1.143 -4.654 -1.540
C 4.033 -0.867 -3.802
C -2.619 -2.473 4.784
C -4.154 -1.269 6.307
C -0.150 2.304 -5.956
C 5.538 -2.666 -4.478
C -0.658 -4.045 -0.337
C -2.372 3.670 4.821
B -3.280 -0.125 -0.245
H -3.192 3.697 5.622
H 3.905 -1.512 -6.541
H -0.498 -4.767 -2.396
H -0.705 3.738 -2.913
H -3.361 -4.300 1.683
H 1.851 4.642 1.192
H -4.267 -5.509 -0.335
H -1.289 -0.232 -3.096
H 1.772 -5.699 -0.888
H -4.879 6.816 0.368
H -0.165 0.211 5.179
H -1.783 1.792 5.771
H 5.475 2.267 -3.944
H 3.995 -1.525 2.931
H -0.691 3.159 5.978
H 5.951 -2.785 -3.462
H 1.081 1.477 5.493
H -2.547 -0.052 -5.355
H 3.295 2.902 -2.938
H -0.502 5.993 -2.171
H 5.642 -3.636 -4.922
H -0.485 3.828 3.009
H 3.384 -6.511 -2.569
H 0.881 2.743 2.833
H 0.241 2.939 -6.746
H 5.758 -0.002 -4.791
H -0.964 -3.731 1.813
H 2.328 -1.144 1.099
H 0.908 0.602 3.866
H 4.131 -5.074 -4.415
H 2.338 -1.890 -5.718
H 0.458 6.521 0.053
H 2.355 2.664 -0.108
H 3.375 -3.216 -6.309
H 2.618 -5.618 3.372
H -2.825 -5.749 -2.326
H 0.775 3.879 4.219
H 1.079 -5.282 1.231
H 3.912 -3.837 4.174
H 1.484 2.734 -4.646
H -1.879 4.633 4.847
H -1.911 1.531 -7.074
H 6.243 -1.959 -4.947
*
```

Results
Orbital gap (spin up / spin down) = 7.29 / 7.59 eV
Lowest unoccupied orbital energy (spin up / spin down) = -0.0075 / 0.0032 Ha
Maximum force = 0.0630 Eh/bohr
HOMO energy (spin up / spin down) = -7.498 / -7.498 eV
E = -131413.342 eV


Entry 3:
ORCA calculation (ωB97M-V with the def2-TZVPD basis set) on a 2-piece molecular cluster, C6H18N2 overall in a non-equilibrium geometry.

The geometry in ORCA input format:
```
! wB97M-V def2-TZVPD RIJCOSX def2/J DEFGRID3
* xyz 0 1
N 0.164 1.229 -0.339
N -1.174 -0.862 0.217
C 1.130 2.515 -0.924
C -0.272 -1.573 1.120
C -1.630 -1.681 -0.891
C 1.042 -1.986 0.471
C 2.471 2.495 -0.214
C -2.294 -0.294 0.947
H -2.181 -2.577 -0.559
H 1.712 -2.382 1.234
H 0.813 0.963 -1.178
H 1.500 -1.119 0.000
H 0.548 3.384 -0.617
H -1.916 0.395 1.700
H -2.929 0.264 0.258
H -0.783 -2.004 -1.491
H 3.006 3.433 -0.369
H -2.292 -1.092 -1.525
H 1.254 2.620 -2.013
H -0.054 -0.888 1.942
H 3.090 1.679 -0.586
H -0.773 -2.462 1.546
H -2.913 -1.060 1.442
H -0.749 1.412 -0.755
H 0.902 -2.769 -0.272
H 2.327 2.361 0.856
*
```

Results
Orbital gap = 8.81 eV
Lowest unoccupied orbital energy = 0.0355 Ha
Maximum force = 0.1227 Eh/bohr
SMILES string = CCN(C)C.CCN
HOMO energy = -7.846 eV
E = -9491.568 eV


Entry 4:
ORCA calculation (ωB97M-V with the def2-TZVPD basis set) on one molecule with the formula C18H20N2O5.

The geometry in ORCA input format:
```
! wB97M-V def2-TZVPD RIJCOSX def2/J DEFGRID3
* xyz 0 1
O -3.247 0.347 0.075
O -6.735 1.286 -3.805
O -2.827 -1.713 -2.713
O 2.453 0.361 4.291
O 3.708 -1.001 3.019
N -1.464 -0.963 -0.584
N -4.630 -0.468 -2.077
C -3.391 -0.944 -1.952
C -0.676 0.036 1.496
C 6.417 0.475 2.457
C -4.907 1.032 -5.048
C 2.589 -0.322 3.303
C 4.795 -0.859 3.930
C 5.577 0.440 3.733
C -0.485 -0.788 0.388
C -2.697 -0.430 -0.681
C 5.580 0.533 1.184
C -5.557 2.228 -5.438
C 1.727 -1.333 1.166
C -5.668 0.493 -4.052
C -6.660 2.328 -4.648
C 1.540 -0.509 2.274
C 0.723 -1.471 0.232
C 0.332 0.170 2.427
C -5.484 -0.732 -3.218
H 4.872 1.273 3.738
H -4.992 -1.514 -3.800
H -4.931 0.194 -1.372
H -4.004 0.624 -5.451
H 4.912 1.392 1.208
H 0.203 0.802 3.291
H 7.062 1.356 2.498
H -5.245 2.913 -6.199
H 4.398 -0.892 4.951
H 0.865 -2.110 -0.628
H 7.063 -0.406 2.428
H -7.439 3.061 -4.592
H 2.658 -1.863 1.046
H -6.458 -1.082 -2.865
H -1.610 0.561 1.614
H 4.979 -0.365 1.076
H 6.225 0.624 0.313
H 5.432 -1.729 3.751
H -1.243 -1.588 -1.360
H 6.235 0.554 4.597
*
```

Results
Orbital gap = 9.02 eV
Lowest unoccupied orbital energy = 0.0045 Ha
Maximum force = 0.0180 Eh/bohr
SMILES string = CCCCOC(=O)c1ccc(NC(=O)C(=O)NCc2ccco2)cc1
HOMO energy = -8.898 eV
E = -32209.380 eV


Question: Look up the E of the fourth one.
Answer: -32209.380 eV


Question: Look up the E of the third one.
Answer: -9491.568 eV


Copy entry 1 word for word.
ORCA calculation (ωB97M-V with the def2-TZVPD basis set) on C22H55AsN6P2STl as an isolated structure in a non-equilibrium geometry.

The geometry in ORCA input format:
```
! wB97M-V def2-TZVPD RIJCOSX def2/J DEFGRID3
* xyz 1 1
Tl 0.607 -0.538 0.770
As 0.213 3.688 -2.249
S 1.178 2.232 -1.062
P -0.996 1.093 3.170
P -0.164 -2.548 -1.597
N -2.088 3.444 4.267
N -2.071 3.333 1.831
N -0.105 -2.718 2.373
N 3.231 -0.964 0.197
N 2.209 -1.037 3.066
N -0.012 3.718 3.056
C 0.729 -3.875 -2.562
C 0.408 2.324 3.127
C -1.941 1.993 4.482
C -1.800 -3.286 -1.183
C 3.610 -1.116 2.635
C 1.738 -2.168 3.881
C -2.642 -2.171 -0.564
C -1.648 3.782 -1.833
C 3.810 -1.788 1.266
C -0.776 4.012 1.861
C 2.225 -3.705 -2.352
C -2.583 -4.103 -2.200
C -0.799 4.113 4.206
C 0.883 -0.683 -3.375
C -0.450 -1.146 -2.780
C 0.449 -4.060 -4.059
C -1.550 -1.261 -3.821
C 1.062 -3.268 3.068
C 0.899 5.437 -1.936
C 0.217 3.314 -4.114
C -1.890 1.879 1.733
C -2.798 3.709 3.028
H 2.070 -0.188 3.597
H -0.597 -4.118 -4.303
H -2.572 -1.340 -3.392
H 1.218 3.209 -4.492
H -1.794 3.886 -0.759
H -2.926 1.543 4.605
H 0.429 -4.779 -2.030
H 2.566 -2.749 -2.763
H -0.335 2.397 -4.250
H 0.819 -4.070 3.761
H 4.235 -1.644 3.369
H -0.947 5.185 4.166
H 3.682 -0.055 0.148
H -0.226 3.705 0.980
H -2.120 -1.729 0.295
H -1.963 -4.861 -2.705
H -0.210 3.897 5.095
H -2.139 4.614 -2.343
H 1.007 2.079 2.255
H -3.037 4.774 2.953
H -1.335 1.658 0.813
H 1.025 2.176 4.004
H -0.731 -2.246 3.047
H -2.886 1.410 1.638
H 2.578 -2.584 4.437
H -0.639 -3.459 1.931
H -1.566 -0.336 -4.411
H 0.790 0.342 -3.767
H -3.736 3.171 3.081
H -0.297 4.085 -4.680
H 3.327 -1.399 -0.720
H 2.473 -3.759 -1.301
H 4.895 -1.973 1.143
H 1.251 -1.319 -4.187
H 3.341 -2.778 1.253
H -3.064 -3.470 -2.957
H 0.979 -4.951 -4.429
H -3.618 -2.563 -0.254
H -1.503 -3.971 -0.390
H 1.033 -1.795 4.601
H 2.777 -4.497 -2.875
H 0.833 5.670 -0.873
H 4.014 -0.096 2.584
H -0.769 -0.328 -2.119
H -2.787 -1.370 -1.292
H 1.710 -3.716 2.322
H -1.429 -2.098 -4.502
H -0.920 5.102 1.819
H 1.647 -0.674 -2.594
H -1.396 1.819 5.421
H 0.886 -3.225 -4.609
H 1.943 5.450 -2.249
H -2.098 2.838 -2.130
H 0.354 6.148 -2.557
H -3.400 -4.656 -1.716
*
```

Results
Orbital gap = 8.26 eV
Lowest unoccupied orbital energy = -0.0638 Ha
Maximum force = 0.0203 Eh/bohr
HOMO energy = -9.993 eV
E = -127587.477 eV


Question: Which of these has the highest E?
Answer: C6H18N2